C34H35AuN5S4 as an isolated structure at a distorted geometry, computed with the ωB97M-V functional and the def2-TZVPD basis.

Geometry as XYZ:
```
79
Properties=species:S:1:pos:R:3:lowdin_charge:R:1
Au 1.22491 -0.60199 -2.23027 0.479
S 0.68163 -2.36410 -3.80039 0.497
C 2.27686 -2.18200 -4.41262 -1.126
S 3.18497 -0.97740 -3.56878 0.620
C 2.78247 -2.89863 -5.46943 -0.412
C 2.08461 -3.95885 -6.06608 -0.275
N 1.57803 -4.85422 -6.58007 0.136
C 4.03488 -2.63998 -6.04535 -0.272
N 5.03661 -2.47983 -6.58980 0.137
S 0.52209 -2.84313 -0.53494 0.717
C -0.61842 -2.08416 0.44432 -0.681
N -1.22840 -2.76786 1.46513 -0.121
C -2.20146 -2.03721 2.23698 -0.119
C -1.56997 -0.71376 2.63935 -0.109
N -1.26104 0.01185 1.43685 -0.077
C -1.06984 1.43806 1.56429 -0.125
C -2.39509 2.14289 1.57380 -0.204
C -2.94888 2.64168 2.74309 -0.051
C -4.20616 3.22276 2.72458 -0.094
C -4.91495 3.30817 1.53916 -0.097
C -4.35703 2.82196 0.36719 -0.071
C -3.10356 2.24290 0.38415 -0.035
C -0.86891 -0.69522 0.33176 -0.586
S -0.87270 0.06568 -1.19639 0.824
C -1.38821 -4.20592 1.43005 -0.143
C -0.91653 -4.81166 2.72205 -0.217
C 0.42531 -4.70468 3.06909 -0.025
C 0.88416 -5.24046 4.25803 -0.076
C 0.00366 -5.88254 5.11553 -0.095
C -1.33692 -5.97651 4.78449 -0.091
C -1.79649 -5.43708 3.59440 -0.054
H -2.46198 -2.62574 3.11825 0.130
H -3.11447 -1.83266 1.65407 0.146
H -0.66626 -0.91058 3.23815 0.148
H -2.26287 -0.11516 3.23784 0.131
H -0.47502 1.78601 0.71906 0.087
H -0.52311 1.63925 2.49426 0.137
H -2.39628 2.58349 3.67165 0.109
H -4.63372 3.60920 3.63883 0.097
H -5.89635 3.76268 1.52679 0.098
H -4.89877 2.89529 -0.56401 0.104
H -2.65459 1.85487 -0.51737 0.065
H -0.79620 -4.58342 0.59123 0.075
H -2.44497 -4.45251 1.25798 0.135
H 1.09966 -4.20457 2.39010 0.110
H 1.92903 -5.15856 4.52028 0.104
H 0.36211 -6.31623 6.03817 0.099
H -2.03146 -6.46229 5.45644 0.100
H -2.84590 -5.51352 3.33836 0.110
C 2.78586 1.17361 1.39473 -0.081
C 2.82452 2.57686 0.79129 -0.387
C 4.11149 2.80228 -0.00630 -0.072
C 1.64916 2.90484 -0.09391 -0.198
C 0.80432 3.92789 0.26963 -0.104
C -0.24453 4.33745 -0.54680 -0.149
C -0.32022 3.81658 -1.82929 -0.096
C 0.49955 2.79549 -2.26374 -0.208
C 0.57008 2.58458 -3.76435 -0.387
C -0.27877 1.43289 -4.30714 -0.098
C 2.02556 2.49450 -4.22802 -0.080
C 1.38555 2.15374 -1.31109 -0.420
N 1.95538 0.99099 -1.38181 -0.144
H 3.65464 1.01883 2.03169 0.067
H 2.78956 0.42904 0.60540 0.050
H 1.88660 1.04628 1.99454 0.054
H 2.80751 3.29340 1.62450 0.121
H 4.15424 2.09803 -0.83265 0.066
H 4.98677 2.66477 0.62670 0.066
H 4.12488 3.81763 -0.40308 0.077
H 0.97546 4.42431 1.21804 0.101
H -0.92463 5.11143 -0.22512 0.078
H -1.02505 4.24889 -2.52941 0.103
H 0.14345 3.49960 -4.20528 0.122
H 0.16920 0.46505 -4.08886 -0.011
H -0.37147 1.51910 -5.38922 0.077
H -1.27199 1.44663 -3.86122 0.062
H 2.52203 1.62235 -3.81315 -0.003
H 2.57208 3.37977 -3.90310 0.081
H 2.08430 2.42890 -5.31325 0.075
```

**Total charge**: -1
**Largest force on an atom**: 4.2 eV/A
**Multiplicity**: 1
**Orbital gap (alpha / beta)**: 3.682 / 3.679 eV


A 2-piece molecular cluster, C11H18 overall at a distorted geometry, computed with the ωB97M-V functional and the def2-TZVPD basis.

Geometry as XYZ:
```
29
Properties=species:S:1:pos:R:3:lowdin_charge:R:1
C -1.78352 -1.16046 0.61418 -0.113
C -1.93286 0.07315 -0.21506 -0.727
C -3.33393 -0.17141 -0.71004 -0.143
C -0.74463 0.24652 -1.08161 -0.096
C -1.87634 1.41707 0.64544 -0.085
H -2.42991 -1.07792 1.56517 0.087
H -2.48929 -1.93376 -0.17604 0.143
H -0.70221 -1.71384 0.90187 0.123
H -4.04771 0.61630 -1.41182 0.151
H -3.32593 -1.02010 -1.40667 0.051
H -3.93553 -0.68263 0.14825 0.100
H -1.04353 1.16339 -1.64633 0.100
H -0.58682 -0.47752 -1.84711 0.072
H 0.29365 0.17547 -0.85713 0.049
H -1.07466 1.30962 1.44655 0.054
H -1.54184 2.49331 0.17461 0.127
H -2.77505 1.33314 1.44310 0.109
C 3.10006 -1.20612 -0.47976 -0.075
C 2.22837 -1.37846 0.74619 -0.061
C 1.83808 -0.12042 1.32300 -0.169
C 2.34409 1.09289 0.84245 -0.083
C 3.34463 1.18318 -0.38920 -0.085
C 3.46087 0.01909 -1.15897 -0.155
H 3.32940 -2.10255 -0.93988 0.048
H 1.96319 -2.32747 1.22033 0.090
H 1.09339 -0.15586 2.19258 0.117
H 2.13982 1.97372 1.39585 0.061
H 4.02763 2.28707 -0.50066 0.167
H 4.46056 0.14460 -1.83926 0.143
```

**Total charge**: 0
**SMILES**: CC(C)(C)C.c1ccccc1
**Largest force on an atom**: 5.1 eV/A
**Multiplicity**: 1
**Orbital gap**: 9.556 eV


C5H8N2 as an isolated structure at a distorted geometry, computed with the ωB97M-V functional and the def2-TZVPD basis.

Geometry as XYZ:
```
15
Properties=species:S:1:pos:R:3:lowdin_charge:R:1
C 0.18105 -1.70109 0.15999 -0.048
C 0.28507 -0.24230 0.19651 -0.320
C -1.89172 0.48412 0.49183 -0.052
C 2.91154 1.17314 -0.10863 -0.225
C -2.63887 0.48107 -0.58637 -0.045
N 0.03503 0.91110 0.33200 0.184
N 2.28177 0.10069 -0.15807 -0.022
H -2.17508 0.55777 1.53325 0.066
H -0.39737 -2.00787 -0.71090 0.090
H 1.19049 -2.10405 0.09755 0.072
H -0.31369 -2.05954 1.06285 0.091
H 2.47181 2.15022 0.14138 0.042
H 3.99047 1.19161 -0.33095 0.047
H -2.21318 0.44202 -1.58378 0.062
H -3.71732 0.62311 -0.53665 0.060
```

**Total charge**: 0
**Largest force on an atom**: 5.3 eV/A
**Multiplicity**: 1
**Orbital gap (alpha / beta)**: 7.159 / 7.903 eV


C8H8BF6N5O4S2Sn as an isolated structure, computed with the ωB97M-V functional and the def2-TZVPD basis.

Geometry as XYZ:
```
35
Properties=species:S:1:pos:R:3:lowdin_charge:R:1
Sn 1.29211 0.05035 1.18776 1.492
B -0.44250 -2.90459 -0.68148 -0.205
N 0.81169 -2.76516 -1.24837 -0.004
C 1.44259 -3.47733 -2.27689 0.004
C 2.65023 -2.91845 -2.47068 0.034
C 2.72287 -1.84681 -1.52496 -0.049
N 1.64187 -1.74691 -0.80210 0.003
N -1.28894 -2.33441 0.26137 0.006
C -2.62925 -2.65257 0.52133 0.005
C -3.11360 -1.72812 1.36840 0.046
C -2.02464 -0.83966 1.61579 -0.037
N -0.94370 -1.18747 0.96679 0.012
H -1.23748 -3.76400 -1.56663 0.267
H -0.96298 -4.24400 -0.98556 0.269
H 0.96450 -4.31339 -2.76327 0.145
H 3.40299 -3.21364 -3.18153 0.136
H 3.54462 -1.16269 -1.36768 0.145
H -3.10015 -3.51542 0.07620 0.145
H -4.10850 -1.66371 1.77490 0.139
H -2.02799 0.04070 2.24040 0.122
F -0.38572 3.69000 4.17345 0.195
C -0.05732 4.02662 2.94452 -0.691
F -0.53813 5.20503 2.62920 0.205
F 1.25634 3.99851 2.79091 0.176
S -0.79391 2.76396 1.79863 0.689
O -0.09919 1.49577 2.18048 -0.521
O -2.20069 2.74084 1.96011 -0.198
N -0.32989 3.23848 0.36102 -0.257
S 0.73031 2.38912 -0.37548 0.634
O 0.27318 0.98205 -0.61009 -0.447
O 2.04722 2.29918 0.24358 -0.362
C 0.84900 3.21677 -2.03881 -0.694
F -0.33367 3.18570 -2.60600 0.202
F 1.72185 2.51208 -2.73662 0.182
F 1.26685 4.44314 -1.85870 0.215
```

**Total charge**: +2
**Largest force on an atom**: 0.2 eV/A
**Multiplicity**: 1
**Orbital gap**: 8.085 eV


Number 1: electronic energy -3318.8037 Ha. Number 2: electronic energy -429.6828 Ha. Number 3: electronic energy -304.5915 Ha. Number 4: electronic energy -2518.4474 Ha.